Record 1
Molecular formula: C9H23F4N2NbO4PS
Method: DFT, wB97M-V/def2-TZVPD

CARTESIAN COORDINATES (ANGSTROEM)
Nb  0.999  1.138  2.384
S  -0.321  -0.393  3.893
P  1.540  -1.184  1.166
F  -2.262  -4.656  -4.165
F  2.528  1.129  3.470
F  -2.117  -3.285  -2.483
F  -2.284  -2.511  -4.504
O  -2.071  2.835  2.094
O  2.986  -1.409  0.803
O  0.321  -4.270  -2.991
O  0.340  -2.926  -4.814
N  -4.554  1.245  0.935
N  1.873  2.331  1.033
C  -3.229  1.565  0.382
C  -0.208  -3.504  -3.921
C  2.446  -3.242  -2.342
C  2.603  3.558  1.354
C  -1.752  -3.476  -3.754
C  -2.161  1.542  1.485
C  1.770  -4.409  -3.016
C  -0.788  1.130  0.983
C  1.691  4.749  1.703
H  1.959  5.635  1.124
H  0.734  -1.259  -0.022
H  2.265  -2.316  -2.886
H  3.522  -3.411  -2.303
H  -2.922  3.024  2.513
H  2.087  -3.112  -1.322
H  -0.895  0.104  0.609
H  -3.264  2.583  -0.015
H  3.246  3.830  0.510
H  1.753  5.003  2.761
H  -2.930  0.893  -0.429
H  2.081  -4.527  -4.053
H  0.649  4.496  1.511
H  1.397  2.433  0.144
H  3.274  3.329  2.182
H  -4.471  0.446  1.555
H  -2.492  0.816  2.242
H  -0.747  -1.323  3.029
H  -5.199  0.963  0.207
H  0.231  2.338  3.481
H  1.002  -2.310  1.854
H  -0.575  1.749  0.096
H  1.948  -5.340  -2.484

Cartesian forces, eV/Å:
Nb 0.45 0.10 -0.30
S -0.42 0.15 0.18
P 0.13 0.03 -0.13
F 0.01 0.18 0.07
F 0.67 0.11 0.31
F 0.01 -0.02 -0.20
F 0.03 -0.17 0.14
O -0.25 0.11 0.11
O 0.15 -0.08 -0.03
O 0.04 0.03 0.00
O 0.06 -0.04 0.05
N -0.06 -0.04 0.13
N -0.97 0.38 0.36
C 0.00 0.00 0.00
C -0.26 0.05 -0.03
C -0.15 0.14 0.06
C 0.50 -0.23 -0.12
C 0.12 -0.01 -0.02
C -0.03 -0.02 0.02
C 0.11 -0.11 -0.03
C -0.12 0.19 -0.23
C 0.01 -0.02 0.01
H -0.04 0.02 0.02
H -0.15 -0.11 0.13
H 0.03 -0.01 -0.03
H 0.00 -0.01 0.02
H 0.17 -0.08 -0.13
H 0.09 0.00 0.03
H -0.06 0.02 -0.05
H 0.08 -0.04 -0.12
H 0.00 -0.04 0.00
H 0.03 -0.04 0.03
H -0.02 -0.08 0.05
H -0.03 0.04 -0.01
H -0.02 0.01 -0.10
H 0.03 0.02 -0.01
H -0.02 0.05 0.04
H 0.03 0.00 -0.02
H 0.14 0.00 0.05
H 0.14 -0.15 -0.06
H 0.00 0.12 -0.04
H -0.19 -0.35 -0.04
H -0.17 -0.02 -0.06
H -0.02 -0.07 -0.08
H -0.03 0.01 0.02

- E_tot (eV) = -53422.476
- HOMO energy (Ha) = -0.1679
- net charge = -1
- Kohn-Sham gap (Eh) = 0.2630

---

Record 2
Molecular formula: C9H23MgO8P2Sb
Method: DFT, wB97M-V/def2-TZVPD

CARTESIAN COORDINATES (ANGSTROEM)
Sb  1.560  -0.892  1.687
P  0.163  2.187  -2.363
P  1.031  -0.428  -1.744
Mg  -1.752  0.744  -2.529
O  1.721  -0.795  -0.443
O  -0.191  1.633  -3.754
O  1.385  1.194  -1.860
O  -0.510  -0.666  -1.831
O  -1.104  2.131  -1.497
O  -3.577  0.747  -2.815
O  1.732  -1.059  -2.961
O  0.884  3.580  -2.273
C  2.140  -2.992  1.497
C  -4.304  1.282  -1.943
C  -5.507  2.120  -2.305
C  3.349  0.582  1.709
C  3.769  0.750  3.176
C  -4.010  1.127  -0.495
C  3.515  -3.393  2.017
C  -1.477  -1.691  1.444
C  -0.620  -0.424  1.544
H  3.818  1.752  3.437
H  3.683  -4.466  2.105
H  -5.684  2.052  -3.364
H  1.287  -3.499  1.996
H  -4.887  1.360  0.076
H  -3.124  1.688  -0.173
H  2.989  1.428  1.094
H  -5.349  3.219  -2.169
H  -2.355  -1.671  2.127
H  4.747  0.296  3.391
H  -3.819  0.100  -0.219
H  -0.674  0.224  0.660
H  -6.352  1.809  -1.682
H  3.650  -2.838  2.959
H  2.029  -3.063  0.388
H  1.434  3.798  -3.009
H  3.108  0.283  3.886
H  2.678  -1.103  -2.728
H  -0.839  0.195  2.480
H  -1.961  -1.730  0.462
H  4.276  -3.038  1.304
H  -0.950  -2.618  1.639
H  4.098  0.086  1.076

Cartesian forces, eV/Å:
Sb 0.77 0.41 6.01
P 1.13 -1.13 -1.12
P -2.45 1.15 3.08
Mg 1.44 -2.15 -0.97
O -0.49 -0.10 -2.53
O -0.49 0.81 1.57
O -1.91 0.00 0.03
O 2.19 0.75 -0.53
O 1.74 1.38 0.45
O -2.23 0.90 0.71
O 1.09 -0.63 -0.80
O -1.12 -0.08 0.82
C -0.97 -0.30 -2.28
C 0.22 0.21 -0.43
C 0.56 0.32 -0.23
C -0.14 -0.77 -1.47
C 0.51 -1.34 -1.37
C -0.08 -0.41 0.20
C -0.15 1.20 -0.43
C -1.31 0.81 0.04
C -0.26 0.72 -0.39
H 0.19 2.05 0.54
H -0.26 0.02 0.34
H -0.39 -0.42 -0.38
H 0.61 0.17 -0.29
H -0.24 0.68 0.41
H -0.17 0.19 -0.13
H 0.26 0.08 0.82
H 0.25 -0.90 0.50
H 0.60 0.00 -0.05
H -0.13 0.16 -0.32
H 0.41 -0.56 -0.30
H -0.68 0.04 0.11
H 0.07 0.15 -0.28
H 0.35 -0.56 0.04
H 0.21 -0.94 0.68
H 0.66 0.16 -0.85
H -0.85 -0.45 0.17
H -0.11 -0.23 -0.44
H 0.65 -0.97 -1.30
H 0.39 -0.34 -0.15
H -0.11 0.03 0.29
H 0.14 -0.22 0.01
H 0.09 0.13 0.27

- E_tot (eV) = -56651.633
- HOMO energy (Ha) = -0.1449
- ΔE to the lowest compared entry with this formula, charge and spin (kJ/mol) = 172.0
- Kohn-Sham gap (Eh) = 0.0966

---

Record 3
Molecular formula: C9H23N2O15S2V
Method: DFT, wB97M-V/def2-TZVPD

CARTESIAN COORDINATES (ANGSTROEM)
V  0.267  0.126  -0.127
S  -0.911  -3.331  -2.251
S  0.322  1.293  3.450
O  -3.839  -0.407  -0.688
O  -1.647  0.007  -4.070
O  -0.031  2.365  -0.259
O  -0.975  -0.843  0.256
O  -4.096  -0.113  1.329
O  0.192  -2.513  -1.730
O  0.608  0.823  2.086
O  -2.052  1.589  -2.701
O  0.949  2.548  3.861
O  -2.252  -2.956  -1.829
O  1.625  -0.646  -0.298
O  -0.944  -3.401  -3.853
O  -0.356  0.418  -2.527
O  0.568  0.162  4.608
O  -2.973  1.337  0.227
N  -1.351  0.699  -3.148
N  -3.635  0.316  0.279
C  1.300  2.830  -0.469
C  0.243  -3.110  -4.544
C  -0.503  -5.241  -1.957
C  1.753  3.729  0.713
C  0.036  -2.899  -6.062
C  2.111  0.522  6.467
C  -1.499  1.473  3.468
C  0.636  0.587  5.987
C  1.458  3.541  -1.806
H  2.445  4.005  -1.822
H  0.714  4.313  -2.000
H  0.764  -2.268  -4.089
H  -1.951  0.539  3.133
H  1.085  4.487  1.121
H  1.766  3.073  1.584
H  -1.248  -5.799  -2.523
H  2.234  0.593  7.548
H  2.726  1.288  5.995
H  2.509  -0.484  6.332
H  2.696  4.252  0.552
H  0.187  1.574  6.102
H  -0.091  -3.821  -6.629
H  2.053  2.042  -0.482
H  0.970  -2.507  -6.464
H  0.961  -3.927  -4.474
H  -0.612  -5.301  -0.874
H  1.386  2.747  -2.550
H  -0.059  -0.094  6.479
H  -1.651  2.194  2.665
H  -0.713  -2.161  -6.349
H  0.542  -5.496  -2.137
H  -1.718  1.846  4.469

Cartesian forces, eV/Å:
V -4.90 2.68 -1.07
S 0.11 0.91 1.86
S -1.59 1.26 -2.01
O 0.05 -0.02 -2.29
O -1.08 -1.88 -4.01
O 2.20 -2.62 0.32
O 2.65 1.23 -0.19
O -0.90 0.10 3.73
O -1.38 -2.29 -1.58
O 0.60 -0.29 2.80
O -1.01 1.38 -0.78
O -0.41 -1.78 0.09
O 1.97 -1.71 -0.89
O 0.68 -0.33 0.24
O -0.54 0.08 0.22
O 5.85 -1.81 3.17
O 0.35 0.42 -1.32
O 0.67 1.59 0.13
N -2.90 1.77 2.38
N -0.03 -1.62 -0.93
C -1.35 1.44 0.79
C 1.32 0.45 -1.26
C -0.58 2.34 0.67
C -0.40 -0.43 0.72
C 0.26 0.26 0.24
C -0.77 -0.45 0.35
C 1.81 0.03 -0.17
C 0.51 0.05 0.00
C 0.01 -0.42 0.00
H 0.25 0.03 -0.28
H -0.20 -0.13 0.17
H -0.45 0.31 -0.08
H -0.11 -0.06 0.27
H -0.70 0.25 -0.88
H 0.78 -0.09 0.02
H 0.22 0.01 0.16
H -0.49 0.61 0.21
H -0.10 -0.21 -0.15
H 0.04 0.04 -0.77
H 0.39 -0.32 -0.01
H 0.32 0.18 -0.10
H -0.47 -0.20 0.27
H 0.22 -0.48 -0.01
H 0.25 0.16 0.20
H -0.03 -0.50 0.28
H -0.43 -0.24 -0.05
H -0.06 0.30 -0.39
H 0.41 -0.22 0.30
H -0.21 0.17 0.05
H -0.22 -0.15 0.41
H -0.15 0.35 -0.62
H -0.46 -0.13 -0.18

- E_tot (eV) = -90747.177
- HOMO energy (Ha) = -0.0326
- net charge = -2
- ΔE to the lowest compared entry with this formula, charge and spin (kJ/mol) = 270.4
- Kohn-Sham gap (Eh) = 0.1777

---

Record 4
Molecular formula: C9H24CrN4S3
Method: DFT, wB97M-V/def2-TZVPD

CARTESIAN COORDINATES (ANGSTROEM)
Cr  0.040  -0.052  -0.067
S  -0.133  -2.534  -0.441
S  -0.165  2.507  -0.425
S  2.357  -0.092  -0.666
N  1.140  -0.015  1.842
N  -0.241  -0.012  -2.184
N  2.252  0.869  1.780
N  3.922  1.759  0.494
C  1.374  3.529  -0.421
C  -0.374  2.421  -2.250
C  -0.337  -2.441  -2.263
C  0.330  -1.222  -2.856
C  1.466  -3.462  -0.408
C  -1.511  -0.017  1.628
C  -2.178  -0.020  0.379
C  2.869  0.921  0.590
C  0.326  1.215  -2.828
H  1.492  -0.973  1.884
H  2.176  -3.107  -1.162
H  -1.455  2.384  -2.438
H  1.067  4.562  -0.636
H  1.212  -4.517  -0.590
H  2.363  1.599  2.485
H  4.461  1.769  -0.365
H  1.897  -3.361  0.592
H  -2.692  0.903  0.046
H  2.093  3.188  -1.172
H  -1.450  0.912  2.227
H  -2.681  -0.951  0.049
H  4.184  2.364  1.271
H  1.823  3.488  0.578
H  0.585  0.144  2.694
H  0.196  1.160  -3.925
H  0.065  -3.363  -2.691
H  -1.420  -2.427  -2.444
H  -1.451  -0.945  2.231
H  1.404  1.235  -2.614
H  0.170  -1.158  -3.949
H  1.412  -1.232  -2.677
H  0.007  3.350  -2.684
H  -1.242  -0.010  -2.406

Cartesian forces, eV/Å:
Cr 2.11 0.30 -1.09
S 0.65 -0.10 -0.36
S 0.53 0.08 -0.35
S 0.14 -0.17 -0.19
N -0.65 -0.01 0.00
N 0.00 0.02 -0.39
N -0.53 0.13 -0.10
N -1.30 -1.10 -0.12
C -0.12 -0.10 0.24
C -0.34 0.04 -0.06
C -0.40 -0.16 -0.12
C -0.02 -0.05 0.11
C -0.16 0.05 0.28
C -3.21 -0.03 -1.17
C -0.87 -0.02 3.08
C 1.93 1.48 0.71
C 0.06 0.12 -0.02
H 0.22 0.01 0.38
H -0.27 0.07 0.15
H 0.19 0.07 0.01
H -0.01 -0.34 0.09
H 0.01 0.37 0.09
H -0.09 -0.52 0.03
H 0.03 0.16 0.24
H -0.07 -0.09 -0.18
H 0.87 -0.33 -0.06
H -0.27 -0.04 0.15
H 0.32 -0.33 -0.74
H 0.86 0.35 -0.06
H 0.28 -0.29 -0.29
H -0.23 0.13 -0.27
H 0.60 0.15 -0.25
H -0.05 0.05 0.46
H -0.13 0.05 0.14
H 0.20 -0.07 -0.03
H 0.36 0.32 -0.72
H -0.37 0.04 -0.20
H 0.00 -0.10 0.48
H -0.25 -0.02 -0.19
H -0.12 -0.09 0.18
H 0.11 -0.02 0.10

- E_tot (eV) = -76582.384
- HOMO energy (spin up / spin down) (Ha) = -0.7164 / -0.7246
- net charge = +3
- expectation value of S² = 3.847
- multiplicity = 4
- Kohn-Sham gap (spin up / spin down) (Eh) = 0.2843 / 0.2850